(1)
C38H102N19O5P5 | ωB97M-V/def2-TZVPD

Geometry as ORCA input:
```
! wB97M-V def2-TZVPD RIJCOSX def2/J DEFGRID3
* xyz 0 1
C 10.9150 11.0293 10.5508
N 12.2112 11.2541 11.1967
C 12.5204 12.7126 11.3303
P 13.3986 10.1167 11.2315
O 14.1781 9.9079 9.9896
N 14.2860 10.6002 12.5269
C 13.7591 11.1200 13.7855
C 15.7565 10.5689 12.4751
N 12.4928 8.7575 11.4945
C 13.1089 7.4670 11.0813
C 11.4472 8.6678 12.5021
H 11.0914 10.2680 9.7304
H 10.5281 11.9443 10.0916
H 10.1698 10.5891 11.2259
H 13.3887 12.7445 12.0378
H 11.7283 13.3461 11.7498
H 12.7907 13.1148 10.4112
H 14.2204 12.1253 13.9524
H 12.6932 11.1218 13.6882
H 14.1741 10.4548 14.5977
H 16.3179 11.5332 12.5338
H 16.1865 9.9192 13.3038
H 16.0556 10.1653 11.5237
H 13.8897 7.7222 10.3955
H 13.6300 6.8922 11.8862
H 12.3349 6.8447 10.5913
H 10.4156 8.5628 12.0123
H 11.3850 9.5616 13.1243
H 11.6663 7.8405 13.2034
C 12.8777 8.3945 16.4824
N 12.6073 8.8097 17.8636
C 11.2585 9.3608 18.0715
P 13.8578 9.4286 18.8968
O 13.8651 10.9044 19.0824
N 13.5975 8.4278 20.2010
C 14.4842 8.7580 21.2892
C 12.3400 7.8320 20.6240
N 15.2958 8.9547 18.2884
C 15.9225 9.8613 17.2674
C 15.5362 7.5083 18.0559
H 12.2163 7.5831 16.2364
H 13.8963 8.0859 16.3134
H 12.7648 9.1309 15.7534
H 11.1716 10.3966 17.5280
H 11.0206 9.5802 19.0749
H 10.4665 8.7177 17.6659
H 14.8245 7.8347 21.7569
H 15.3316 9.3345 20.8964
H 14.0361 9.3840 22.0779
H 12.6943 6.9052 21.1757
H 11.8887 8.5057 21.4017
H 11.6702 7.5538 19.8636
H 15.7861 10.9003 17.5486
H 17.0272 9.7205 17.2946
H 15.6142 9.7518 16.2137
H 16.2432 7.0619 18.7776
H 15.9246 7.3176 17.0675
H 14.5730 7.0393 18.1030
C 16.8851 17.5752 13.5847
N 17.0568 17.0754 12.2456
C 18.4627 17.2572 11.7801
P 16.2001 15.6616 11.8797
O 16.7548 14.4419 12.4800
N 14.6581 15.9643 12.5595
C 13.7865 16.9649 11.9782
C 14.1184 15.1145 13.6446
N 16.1145 15.6877 10.1759
C 15.6710 14.4713 9.4415
C 16.3244 16.8271 9.3392
H 17.5928 17.0104 14.2336
H 15.8601 17.4825 13.9329
H 17.1920 18.5975 13.6960
H 18.6567 18.2715 11.4271
H 18.4482 16.5758 10.9163
H 19.2233 16.8973 12.4310
H 13.4278 17.5890 12.7761
H 14.3369 17.5889 11.2353
H 12.9302 16.3723 11.4889
H 14.8752 14.3228 13.7535
H 13.9762 15.4393 14.6621
H 13.1744 14.6684 13.2954
H 15.5794 13.6364 10.1012
H 14.6544 14.6108 9.0889
H 16.3579 14.2708 8.6352
H 16.4468 17.7571 9.9023
H 15.4858 17.0858 8.6967
H 17.2598 16.7652 8.7821
C 20.9556 12.6034 17.2023
N 20.9120 12.4531 15.6686
C 22.0857 11.8972 15.0377
P 19.4139 11.7345 15.2254
O 18.9217 10.5457 15.9956
N 18.3906 13.0213 15.4050
C 16.9868 12.7327 15.3035
C 18.7946 14.3951 15.5894
N 19.6251 11.4024 13.5722
C 19.7306 12.4430 12.5246
C 19.3836 10.0286 13.1015
H 21.6169 13.3846 17.5522
H 21.4019 11.6995 17.5923
H 19.9458 12.7273 17.6303
H 22.1811 12.2600 14.0020
H 22.2157 10.8385 15.0145
H 22.9321 12.2975 15.6056
H 16.4878 13.2016 14.5194
H 16.7771 11.6800 15.1958
H 16.5402 13.0557 16.2360
H 18.3645 14.8158 16.4907
H 19.8914 14.3922 15.7500
H 18.6804 15.1143 14.7487
H 18.7213 12.5943 12.2039
H 20.1071 13.3760 12.9328
H 20.3695 12.1475 11.6634
H 18.9687 9.4824 13.9237
H 20.3288 9.4683 12.7288
H 18.7188 10.0601 12.2436
C 17.6404 14.2209 23.3133
N 17.0323 14.9362 22.2186
C 16.9120 16.4289 22.3206
P 17.5224 14.4617 20.6553
O 18.9476 14.6901 20.2336
N 17.0087 12.8786 20.6185
C 17.7520 11.9447 19.7757
C 15.8909 12.2328 21.3214
N 16.5431 15.3440 19.6838
C 17.0303 16.4387 18.8797
C 15.1121 15.0606 19.5610
H 17.5342 13.1393 23.1696
H 17.0576 14.3851 24.2779
H 18.6884 14.4194 23.4796
H 17.6278 16.9372 21.6386
H 17.1213 16.6637 23.3525
H 15.8651 16.8107 22.2061
H 18.5986 11.5336 20.3876
H 17.1025 11.0857 19.5048
H 18.1286 12.3436 18.8359
H 16.3180 11.3852 21.8762
H 15.4995 12.9538 22.0727
H 15.0682 11.9452 20.6408
H 16.9292 16.1739 17.8291
H 16.4383 17.3728 19.0529
H 18.0337 16.6199 19.1451
H 14.4018 15.7440 20.1408
H 14.8635 14.0331 19.8797
H 14.8550 15.1682 18.5029
C 10.8567 17.7760 17.8465
C 11.4136 16.6713 16.9970
N 11.8933 15.8510 16.3439
H 10.2937 17.3356 18.6686
H 10.2907 18.3113 17.1181
H 11.7067 18.3228 18.2301
C 9.4979 14.3078 18.2982
C 8.3174 15.1715 18.4057
N 7.3353 15.7249 18.5904
H 10.3107 14.6635 18.9038
H 9.9166 14.0772 17.2976
H 9.1672 13.3708 18.7593
C 12.4276 12.8619 21.0167
C 12.0916 14.2481 20.6322
N 11.8288 15.3264 20.3296
H 11.6879 12.5358 21.7604
H 13.4073 12.7320 21.4834
H 12.4278 12.2291 20.0721
C 13.3922 13.1617 16.6704
C 12.0612 12.8936 16.0222
N 11.0498 12.6969 15.4698
H 14.0215 13.7278 15.9948
H 13.8671 12.2451 16.9663
H 13.3237 13.7924 17.5902
*
```

SMILES string = CN(C)P(=O)(N(C)C)N(C)C.CN(C)P(=O)(N(C)C)N(C)C.CN(C)P(=O)(N(C)C)N(C)C.CN(C)P(=O)(N(C)C)N(C)C.CN(C)P(=O)(N(C)C)N(C)C.CC#N.CC#N.CC#N.CC#N
strongest force on any atom = 3.4 eV/Å
DFT total energy = -126058.710 eV
relative energy (zero: lowest compared OMol25 entry of this formula, charge and spin) = 60.9 kcal/mol
HOMO level = -8.258 eV


(2)
C20H52AlBN2O7PS | ωB97M-V/def2-TZVPD

Geometry as ORCA input:
```
! wB97M-V def2-TZVPD RIJCOSX def2/J DEFGRID3
* xyz -1 1
C 1.4683 -0.8923 -1.8768
C -0.0651 -1.0650 -1.8737
C -0.5399 -2.5156 -1.6855
C -0.8099 -2.8735 -0.2187
C 0.4486 -3.1773 0.6004
C 1.3216 -4.2955 0.0088
C 2.0251 -5.1843 1.0409
Al 2.8514 -6.8338 0.2726
B 4.6177 -6.2714 -0.8938
C 6.0396 -6.9604 -0.7187
O 4.5741 -5.2043 -1.7993
P 1.1618 -7.7101 -1.2571
O 1.0931 -6.7867 -2.6246
O 1.6458 -9.1275 -1.9037
S -0.7079 -7.8197 -0.6031
H 1.8233 -0.4253 -2.7981
H 1.9731 -1.8559 -1.7877
H 1.7844 -0.2698 -1.0399
H -0.4774 -0.6689 -2.8057
H -0.4899 -0.4549 -1.0691
H 0.2211 -3.1905 -2.0877
H -1.4442 -2.6943 -2.2744
H -1.4720 -3.7434 -0.1648
H -1.3478 -2.0343 0.2406
H 0.1356 -3.4933 1.6008
H 1.0312 -2.2557 0.7337
H 0.6695 -4.9185 -0.6140
H 2.0734 -3.8699 -0.6643
H 2.8368 -4.6160 1.5200
H 1.3121 -5.4482 1.8318
H 3.1993 -7.9700 1.3752
H 6.8697 -6.4187 -1.1929
H 5.9662 -7.9498 -1.1876
H 6.2851 -7.1540 0.3304
H 5.2799 -4.5625 -1.6784
H 0.2239 -6.3649 -2.6343
H 0.9755 -9.4418 -2.5257
C -0.1784 5.1390 2.6805
O 1.2265 5.2742 2.7238
C 1.8504 4.8396 3.9235
C 2.5650 3.5194 3.7070
N 1.5971 2.4548 3.5053
C 2.1253 1.1780 3.0455
C 2.7925 1.1404 1.6754
O 1.9002 1.3834 0.6019
C 1.6755 2.7348 0.2663
H -0.5198 5.6269 1.7717
H -0.5010 4.0940 2.6372
H -0.6604 5.6069 3.5462
H 1.1110 4.7359 4.7250
H 2.5721 5.6065 4.2150
H 3.1681 3.2842 4.5908
H 3.2588 3.6548 2.8644
H 0.8968 2.7647 2.8464
H 1.2930 0.4709 3.0178
H 2.8357 0.7996 3.7884
H 3.1722 0.1268 1.5256
H 3.6485 1.8240 1.6060
H 2.5677 3.3464 0.4367
H 0.8457 3.1811 0.8234
H 1.4252 2.7649 -0.7950
C -5.6455 5.3916 -3.2353
O -6.1316 4.5415 -2.2210
C -5.9679 3.1508 -2.4792
C -4.9514 2.5327 -1.5450
N -3.6153 3.0261 -1.8276
C -2.5887 2.6181 -0.8782
C -2.7372 3.0631 0.5720
O -2.5776 4.4589 0.7744
C -3.7248 5.2530 0.5596
H -5.9754 6.4007 -2.9933
H -4.5516 5.3847 -3.3037
H -6.0468 5.1154 -4.2163
H -5.6678 2.9938 -3.5201
H -6.9359 2.6678 -2.3237
H -4.9646 1.4473 -1.6888
H -5.2823 2.7269 -0.5144
H -3.6384 4.0355 -1.8878
H -1.6288 2.9919 -1.2426
H -2.5229 1.5249 -0.8899
H -1.9324 2.5877 1.1392
H -3.6837 2.7304 1.0150
H -4.6407 4.7163 0.8267
H -3.8165 5.5904 -0.4774
H -3.6357 6.1336 1.1964
*
```

strongest force on any atom = 0.9 eV/Å
DFT total energy = -66295.657 eV
relative energy (zero: lowest compared OMol25 entry of this formula, charge and spin) = 0.0 kcal/mol
HOMO level = -4.273 eV


(3)
C10H8O3 | ωB97M-V/def2-TZVPD

Geometry as ORCA input:
```
! wB97M-V def2-TZVPD RIJCOSX def2/J DEFGRID3
* xyz 0 1
C -2.9602 -1.0823 0.2621
C -0.8874 -0.1745 -0.4078
C -1.5532 1.0432 -0.1563
C -0.7668 2.0950 -0.1639
C 0.5595 2.1323 0.0642
C 1.3208 0.8731 -0.1898
C 3.2780 -0.1915 -0.1554
C 2.5903 -1.5073 -0.0236
C 1.1856 -1.6251 -0.0383
C 0.5966 -0.3874 -0.1886
H -2.7026 -0.9652 1.6253
H -3.6384 0.0586 -0.2003
H -3.6039 -1.9310 -0.0489
H -2.7363 1.0750 -0.1791
H -1.3715 3.0560 -0.0061
H 1.0250 3.0967 0.2089
H 3.4453 -2.3697 0.1574
H 0.6465 -2.5139 0.3856
O -1.6654 -1.4017 -0.6420
O 2.7217 0.9992 -0.2288
O 4.5165 -0.2795 -0.0747
*
```

strongest force on any atom = 6.7 eV/Å
DFT total energy = -16635.687 eV
relative energy (zero: lowest compared OMol25 entry of this formula, charge and spin) = 149.1 kcal/mol
HOMO level = -8.606 eV


(4)
CH4ClPS | ωB97M-V/def2-TZVPD

Geometry as ORCA input:
```
! wB97M-V def2-TZVPD RIJCOSX def2/J DEFGRID3
* xyz 0 3
C -0.8833 -0.2236 -0.0241
P 2.1292 -0.7211 0.4224
S 0.4593 -0.9554 -1.0737
Cl 2.1756 -2.5731 1.2928
H -0.7940 0.9223 -0.0246
H -0.7299 -0.6165 1.0202
H -1.7992 -0.5090 -0.4126
H 2.9990 -0.6249 -0.7074
*
```

strongest force on any atom = 3.9 eV/Å
DFT total energy = -33744.495 eV
relative energy (zero: lowest compared OMol25 entry of this formula, charge and spin) = 41.2 kcal/mol
HOMO level (alpha / beta) = -5.175 / -8.991 eV


(5)
C5H7ClN2 | ωB97M-V/def2-TZVPD

Geometry as ORCA input:
```
! wB97M-V def2-TZVPD RIJCOSX def2/J DEFGRID3
* xyz 0 1
C -0.5911 -2.5267 0.2586
N -1.3102 -1.2698 0.0156
C -0.6026 -0.0958 0.3223
N -0.8888 0.5607 1.4941
C -0.0397 1.6494 1.6354
C 0.7601 1.6890 0.5407
C 0.4142 0.5811 -0.2679
Cl 1.1017 0.1251 -1.7830
H 0.3592 -2.5963 -0.3704
H -1.2268 -3.3641 -0.0595
H -0.3459 -2.6459 1.3407
H -1.6474 -1.2385 -0.9492
H -1.6636 0.2347 2.1121
H -0.0193 2.2989 2.4698
H 1.5616 2.3675 0.2641
*
```

SMILES string = CNc1[nH]ccc1Cl
strongest force on any atom = 1.6 eV/Å
DFT total energy = -20800.738 eV
relative energy (zero: lowest compared OMol25 entry of this formula, charge and spin) = 12.2 kcal/mol
HOMO level = -8.259 eV


(6)
C4H10IN | ωB97M-V/def2-TZVPD

Geometry as ORCA input:
```
! wB97M-V def2-TZVPD RIJCOSX def2/J DEFGRID3
* xyz 0 1
C 0.7732 -0.7701 -1.8000
C -0.3294 -0.5263 -0.7913
C 0.1065 0.5371 0.1768
C -1.1722 0.9841 1.0134
N 0.9222 -0.3426 1.2054
I 1.6793 0.4649 2.9491
H 1.7329 -1.2377 -1.3989
H 0.4123 -1.3347 -2.7033
H 1.1749 0.1808 -2.0835
H -1.2643 -0.2028 -1.3519
H -0.5752 -1.3232 -0.1772
H 0.6897 1.4167 -0.1674
H -1.5942 1.8857 0.5227
H -1.7870 0.0337 0.9838
H -1.0387 1.3229 2.0341
H 0.2700 -1.0887 1.5884
*
```

SMILES string = CC[C@@H](C)NI
strongest force on any atom = 4.7 eV/Å
DFT total energy = -13899.299 eV
relative energy (zero: lowest compared OMol25 entry of this formula, charge and spin) = 0.0 kcal/mol
HOMO level = -8.575 eV